# 1
Here is 5 unconnected molecules or ions with the total composition C23H40B2ClO13 at a distorted geometry from the Open Molecules 2025 dataset. Energies are from ωB97M-V/def2-TZVPD.

Output
- HOMO level (eV) = -3.93
- net charge = -1
- lowest unoccupied orbital energy (eV) = 1.7641
- E_tot (Ha) = -2388.4814

Each line ends with the Mulliken charge.
Geometry (Å):
C -5.6760 0.3447 6.3605  -0.98
B -4.2181 0.8572 5.9746  0.01
O -4.2175 1.9913 5.1497  -0.67
B -2.7918 0.0733 6.5100  0.66
Cl -2.0897 0.9532 8.0851  -0.47
C -1.5989 0.0047 5.3522  -0.59
C -1.0081 -1.4080 5.1523  -0.98
C 0.4554 -1.3837 4.6657  0.75
C 1.2397 -2.6554 5.0403  -1.50
C 0.5413 -0.9981 3.1799  -0.57
C 0.1608 -2.0840 2.1759  -0.58
C 0.7593 -1.7926 0.7976  -1.22
C 0.9139 -0.5199 0.3177  1.21
C -0.3095 0.3549 0.1696  -0.68
C 2.2572 0.0765 -0.0068  -1.41
H -5.8676 -0.6260 5.8964  0.30
H -6.4522 1.0405 6.0161  0.21
H -5.7837 0.2520 7.4445  0.29
H -3.4987 1.9140 4.5078  0.29
H -3.0791 -1.0814 6.8107  -0.25
H -1.9921 0.3292 4.3750  -0.01
H -0.8065 0.7005 5.6481  0.22
H -1.6289 -1.9365 4.4214  0.04
H -1.0652 -1.9184 6.1151  0.51
H 0.9226 -0.5644 5.2191  0.36
H 0.7192 -3.2101 5.8226  0.38
H 2.2153 -2.3955 5.4577  0.31
H 1.4063 -3.3426 4.2106  0.31
H 1.5199 -0.5666 2.9561  0.34
H -0.1751 -0.1821 3.0467  0.06
H -0.9319 -2.1621 2.0989  0.27
H 0.5324 -3.0734 2.4377  0.46
H 1.0201 -2.6479 0.1734  0.35
H -0.1413 1.3647 0.5651  0.28
H -1.1160 -0.1033 0.7433  0.42
H -0.5604 0.4300 -0.8817  -0.02
H 2.3806 0.9279 0.6681  0.31
H 3.0467 -0.6312 0.2447  0.40
H 2.3810 0.4397 -1.0272  0.17
C 0.1628 2.3863 -4.7974  -0.10
C -0.6408 1.8339 -3.6376  -0.13
O 0.3866 1.5386 -2.6831  -0.02
C 1.4535 2.3258 -2.9496  0.54
O 2.3948 2.4371 -2.2304  -0.56
O 1.3054 2.9534 -4.1374  -0.41
H -0.3657 3.1488 -5.3640  0.34
H 0.5026 1.5907 -5.4579  -0.04
H -1.3254 2.5560 -3.2043  0.06
H -1.1910 0.9334 -3.8955  0.34
C -4.6114 4.8730 -0.8640  -0.35
C -3.3722 5.1510 -0.0340  -0.31
O -2.7291 3.8758 -0.0200  -0.27
C -3.1440 3.1731 -1.0942  0.65
O -2.6688 2.1434 -1.4486  -0.46
O -4.1755 3.8033 -1.7105  -0.35
H -4.9329 5.7219 -1.4613  0.29
H -5.4481 4.5215 -0.2585  0.28
H -2.7064 5.8751 -0.5074  0.25
H -3.5908 5.4758 0.9792  0.29
C 1.3796 -2.8843 -4.8126  -0.32
C -0.0259 -2.4153 -5.1371  -0.35
O 0.1763 -1.0203 -5.4086  -0.35
C 1.4649 -0.8441 -5.7777  0.69
O 1.9101 0.1702 -6.2170  -0.60
O 2.1800 -1.9646 -5.5707  -0.28
H 1.5829 -3.9058 -5.1199  0.35
H 1.6247 -2.7723 -3.7558  0.23
H -0.4296 -2.8894 -6.0330  0.25
H -0.7253 -2.5440 -4.3159  0.33
C 5.8906 -1.6334 -5.3023  -0.08
C 6.0939 -1.5554 -3.8012  -0.33
O 5.4262 -2.7389 -3.3489  -0.33
C 5.3873 -3.6252 -4.3688  0.70
O 5.0415 -4.7582 -4.2688  -0.55
O 5.7880 -3.0443 -5.5232  -0.34
H 6.7141 -1.2149 -5.8743  0.31
H 4.9575 -1.1627 -5.6166  0.08
H 7.1460 -1.6130 -3.5170  0.27
H 5.6504 -0.6729 -3.3484  0.29

***

# 2
Here is 16 unconnected molecules or ions with the total composition C23H40BrCl30FO4 at a distorted geometry from the Open Molecules 2025 dataset. Energies are from ωB97M-V/def2-TZVPD.

Output
- HOMO level (eV) = -10.51
- lowest unoccupied orbital energy (eV) = 0.1419
- E_tot (Ha) = -17680.8495

Each line ends with the Mulliken charge.
Geometry (Å):
O -1.3966 -12.9055 -1.7500  -0.49
C -1.6368 -11.8697 -1.0932  0.39
Br -1.3998 -11.8572 0.9060  -0.17
C -2.1361 -10.5018 -1.7583  1.13
C -1.0803 -9.2876 -1.6297  1.17
C -1.6443 -8.2657 -0.5215  -0.39
C -1.1487 -6.7505 -0.6900  -0.82
C 0.2531 -6.4110 -0.0041  -0.18
F 0.2196 -6.6559 1.4262  -0.33
C 0.4723 -9.6174 -1.4166  -0.74
O 1.0872 -9.4041 -2.7354  -0.38
C 0.3567 -8.2766 -3.2212  0.60
O 0.8096 -7.2295 -3.7017  -0.50
O -1.0138 -8.6569 -2.9594  -0.47
H -2.4006 -10.7382 -2.8535  -0.50
H -3.1495 -10.2605 -1.2547  -0.51
H -2.7958 -8.2412 -0.6245  0.18
H -1.4433 -8.7182 0.5148  0.28
H -1.9499 -6.0780 -0.2007  0.39
H -1.0999 -6.3945 -1.7883  0.31
H 1.1532 -6.9210 -0.5178  0.19
H 0.4529 -5.2784 -0.1296  0.27
H 0.9510 -9.0482 -0.5454  0.19
H 0.8030 -10.6937 -1.1992  0.37
C 1.3108 -3.8442 3.2478  0.27
Cl 0.2042 -3.9919 4.6184  -0.15
Cl 1.2429 -2.2230 2.5454  -0.16
H 2.3260 -4.0399 3.5897  0.26
H 1.0308 -4.5719 2.4873  -0.22
C 3.6277 0.5960 3.4556  -0.18
Cl 4.6894 -0.2668 4.5750  -0.17
Cl 3.5596 2.3198 3.8407  -0.06
H 4.0079 0.4742 2.4425  0.28
H 2.6249 0.1777 3.5258  0.13
C 2.4018 5.3639 1.9153  0.16
Cl 2.1426 7.1076 2.0463  -0.11
Cl 1.0447 4.5748 1.1035  -0.17
H 3.3103 5.1836 1.3425  0.31
H 2.5068 4.9462 2.9152  -0.24
C -6.5722 -10.1087 -0.5684  0.04
Cl -6.2876 -11.3576 -1.7856  -0.14
Cl -5.0662 -9.6476 0.2370  -0.15
H -6.9968 -9.2315 -1.0541  0.30
H -7.2679 -10.4913 0.1752  -0.05
C 1.2616 9.1227 -1.3153  0.42
Cl 1.0034 10.8678 -1.1919  -0.11
Cl -0.0953 8.3309 -2.1248  -0.17
H 2.1698 8.9401 -1.8868  0.13
H 1.3662 8.7083 -0.3132  -0.26
C 1.5536 9.3672 -5.6901  -0.07
Cl 2.8112 8.9084 -4.5361  -0.16
Cl 2.2231 9.5838 -7.3111  -0.16
H 0.7983 8.5834 -5.7206  0.33
H 1.1015 10.3026 -5.3662  0.04
C -0.0549 14.1278 -0.0774  0.02
Cl -1.1664 13.9835 1.2911  -0.18
Cl -0.1209 15.7454 -0.7853  -0.17
H 0.9596 13.9336 0.2686  0.23
H -0.3316 13.3978 -0.8365  0.11
C 5.8761 11.5267 -4.6504  -0.26
Cl 4.7682 11.3836 -3.2811  -0.10
Cl 5.8076 13.1429 -5.3626  -0.15
H 6.8909 11.3346 -4.3057  0.30
H 5.5982 10.7944 -5.4075  0.22
C 1.1568 12.0297 3.2824  -0.07
Cl 1.4366 10.7746 2.0693  -0.04
Cl 2.6625 12.4870 4.0882  -0.17
H 0.7364 12.9071 2.7925  -0.01
H 0.4575 11.6526 4.0270  0.30
C -10.8019 -10.8968 -0.0429  -0.23
Cl -9.5565 -11.3597 1.1236  -0.16
Cl -10.1196 -10.6713 -1.6588  -0.14
H -11.5551 -11.6819 -0.0842  0.27
H -11.2595 -9.9633 0.2810  0.27
C -0.7459 -6.3051 7.6111  -0.03
Cl -0.9693 -8.0402 7.8655  -0.16
Cl -2.2388 -5.4139 7.9299  -0.15
H 0.0308 -5.9462 8.2845  0.28
H -0.4462 -6.1349 6.5781  0.06
C -2.6280 -13.9070 -4.8709  -0.18
Cl -2.8989 -12.1644 -4.7496  -0.16
Cl -3.9811 -14.7099 -5.6764  -0.17
H -1.7193 -14.0840 -5.4439  0.30
H -2.5182 -14.3175 -3.8683  0.20
C 6.4099 4.6485 6.0322  -0.30
Cl 5.4314 3.5245 6.9820  -0.14
Cl 5.5914 5.0997 4.5315  -0.10
H 6.5884 5.5468 6.6211  0.27
H 7.3583 4.1726 5.7880  0.28
C 0.8212 13.1375 -8.3097  -0.23
Cl 0.4753 12.4585 -6.7151  -0.11
Cl 2.0654 14.3888 -8.2158  -0.15
H 1.1697 12.3403 -8.9648  0.21
H -0.0908 13.5748 -8.7129  0.30
C 0.0870 6.8796 5.5034  -0.21
Cl 1.6940 6.2872 5.0687  -0.09
Cl -1.1792 5.8470 4.8295  -0.15
H -0.0045 6.8896 6.5883  0.30
H -0.0348 7.8891 5.1131  0.16

***

# 3
Here is a molecular structure, C23H40LuNO3P2 at a distorted geometry from the Open Molecules 2025 dataset. Energies are from ωB97M-V/def2-TZVPD.

Output
- HOMO level (spin up / spin down) (eV) = -13.44 / -13.43
- net charge = +2
- lowest unoccupied orbital energy (spin up / spin down) (eV) = -7.8014 / -8.5594
- E_tot (Ha) = -3098.5702

Each line ends with the Mulliken charge.
Geometry (Å):
Lu 0.0252 -0.5345 -0.3494  1.30
P -2.5404 -0.3383 -1.1423  0.81
C -2.1800 0.1130 -2.8202  -1.78
C -0.8967 0.5840 -3.2401  1.52
N 0.2326 0.3483 -2.4627  -0.02
C 1.4590 0.6554 -2.9534  0.71
C 1.6213 1.3849 -4.1263  -0.83
C 0.4965 1.6783 -4.8996  -0.53
C -0.7439 1.2456 -4.4747  -1.00
C 2.7068 0.2578 -2.1664  -1.45
P 2.5270 -1.2212 -1.0407  0.66
H -1.6490 1.3935 -5.0658  0.50
H 2.6247 1.6939 -4.4171  0.55
H 0.6021 2.2445 -5.8241  0.45
H 3.5327 0.0338 -2.8656  0.60
H 3.0203 1.1035 -1.5265  0.43
H -2.0957 -1.7142 -4.0199  0.30
H -2.9881 0.2020 -3.5552  0.51
H -1.1224 -3.4890 -2.9680  0.37
O -1.8476 -2.6599 -4.1311  -0.59
H -2.2354 -2.9419 -4.9706  0.28
H -0.3418 -2.3163 -0.2680  -0.15
O -0.6599 -3.8124 -2.1475  -0.61
H 0.2789 -3.7801 -2.4137  0.25
C 3.0969 -2.5316 -2.1729  -1.44
H 4.1390 -2.3610 -2.4818  0.45
H 3.0170 -3.4898 -1.6428  0.42
H 2.4361 -2.5701 -3.0492  0.40
C 3.9625 -1.0582 0.0596  -1.32
H 3.9643 -1.9290 0.7273  0.40
H 4.9140 -1.0146 -0.4856  0.44
H 3.8405 -0.1619 0.6787  0.37
C -3.4353 1.0505 -0.3635  -1.34
H -4.4178 1.1441 -0.8272  0.49
H -3.5405 0.8681 0.7123  0.37
H -2.8630 1.9727 -0.5070  0.33
C -3.7888 -1.6689 -1.2023  -1.31
H -4.0824 -1.9239 -0.1774  0.44
H -4.6627 -1.3319 -1.7636  0.46
H -3.3453 -2.5579 -1.6654  0.31
C 0.7819 4.4765 3.0284  -1.43
C -0.2276 3.5634 2.3227  0.70
C 0.0801 3.5304 0.8367  -1.24
C -0.3456 2.2233 3.0532  0.04
C -0.7691 2.2319 4.3817  -0.57
C -0.8832 1.0541 5.1176  -1.22
C -0.5046 -0.1583 4.5575  -0.43
C -0.0510 -0.2232 3.2482  0.15
C 0.3335 -1.5564 2.6134  2.75
C 1.4716 -2.2306 3.3829  -1.68
C -0.8663 -2.4977 2.5214  -1.38
C -0.0940 0.9667 2.4555  1.02
O 0.0054 0.8440 1.1427  -0.52
H 1.7996 4.0649 2.9507  0.36
H 0.5559 4.6080 4.0942  0.40
H 0.7831 5.4681 2.5589  0.42
H -1.2180 4.0332 2.4366  0.39
H 1.0553 3.0870 0.6281  0.27
H -0.6898 2.9921 0.2837  -0.05
H 0.0926 4.5587 0.4634  0.57
H -1.0242 3.1679 4.8707  0.51
H -1.2634 1.0776 6.1332  0.43
H -0.5683 -1.0734 5.1570  0.42
H 0.7197 -1.3762 1.5790  -1.95
H 1.1593 -2.4763 4.4047  0.35
H 1.7843 -3.1539 2.8780  0.46
H 2.3366 -1.5611 3.4474  0.40
H -1.6946 -2.0270 1.9789  0.22
H -0.5945 -3.3997 1.9645  0.42
H -1.2254 -2.7812 3.5186  0.42